# 1
{"formula": "C4H10O2", "method": "ωB97M-V/def2-TZVPD", "species": ["C", "O", "C", "C", "O", "C", "H", "H", "H", "H", "H", "H", "H", "H", "H", "H"], "coordinates": [[2.94393, -0.18605, -0.05283], [1.70330, 0.43915, -0.25040], [0.64778, -0.26048, 0.36145], [-0.64887, 0.44753, 0.00299], [-1.70472, -0.45865, 0.20423], [-2.94118, 0.04373, -0.22978], [3.68680, 0.37508, -0.62492], [3.23556, -0.18875, 1.00924], [2.93100, -1.22820, -0.41024], [0.59254, -1.29594, -0.01118], [0.78688, -0.30599, 1.45431], [-0.79318, 1.34889, 0.61970], [-0.58698, 0.76858, -1.04857], [-3.70929, -0.66736, 0.08113], [-3.16953, 1.02224, 0.22036], [-2.97405, 0.14622, -1.32550]], "forces_ev_per_angstrom": [[0.3, -0.1, 0.0], [0.0, 0.1, 0.0], [-0.2, -0.1, 0.1], [0.2, 0.1, 0.0], [0.0, -0.1, 0.1], [-0.3, 0.1, 0.0], [-0.1, -0.1, 0.1], [-0.1, 0.0, -0.1], [0.0, 0.2, 0.0], [0.0, 0.1, 0.0], [0.0, 0.0, -0.2], [0.0, -0.1, -0.1], [0.0, -0.1, 0.1], [0.1, 0.1, -0.1], [0.1, -0.1, 0.0], [0.0, 0.0, 0.2]], "lowdin_charge": [-0.122, -0.190, -0.217, -0.217, -0.189, -0.122, 0.089, 0.089, 0.089, 0.131, 0.131, 0.130, 0.131, 0.088, 0.089, 0.090], "total_charge": 0, "spin_multiplicity": 1, "lumo_energy_ev": 1.11, "smiles": "COCCOC", "homo_ev": -9.86}

***

# 2
{"formula": "C4H10O2", "method": "ωB97M-V/def2-TZVPD", "species": ["C", "C", "O", "C", "C", "O", "H", "H", "H", "H", "H", "H", "H", "H", "H", "H"], "coordinates": [[1.95452, -0.35807, -0.16483], [0.58692, -0.08999, 0.34125], [0.50079, 0.97171, 1.25040], [-0.50115, 0.18219, -0.66308], [-1.96730, -0.50161, -0.07198], [-0.64833, 1.51954, -0.92473], [2.35793, 0.51409, -0.67436], [1.91912, -1.16556, -0.89454], [2.61363, -0.62656, 0.66090], [0.02367, -1.01152, 0.66029], [0.98331, 0.83387, 2.06540], [-0.35553, -0.36792, -1.59470], [-2.01111, -1.57450, 0.21630], [-2.35507, 0.06287, 0.78550], [-2.65765, -0.36243, -0.90367], [-0.44375, 1.97389, -0.08813]], "forces_ev_per_angstrom": [[0.5, 0.1, -0.3], [-1.9, -1.9, 0.2], [-0.1, 0.5, 0.5], [-2.7, -1.5, 0.4], [1.1, 1.2, -0.9], [-0.2, 1.0, -0.2], [0.1, 0.2, 0.0], [0.1, -0.2, 0.1], [0.1, -0.1, -0.1], [1.8, 0.2, 1.1], [0.2, -0.3, 0.0], [0.3, 0.1, 0.0], [0.7, 0.6, -0.4], [0.3, 0.1, -0.2], [-0.2, 0.0, 0.1], [-0.1, -0.1, -0.3]], "lowdin_charge": [-0.036, -0.457, -0.015, -0.371, -0.027, -0.013, 0.091, 0.087, 0.082, 0.137, 0.108, 0.139, 0.065, 0.062, 0.051, 0.096], "total_charge": 0, "spin_multiplicity": 1, "lumo_energy_ev": 0.72, "smiles": "C[C@@H](O)[C@@H](C)O", "homo_ev": -9.58}

***

# 3
{"formula": "C4H10O2", "method": "ωB97M-V/def2-TZVPD", "species": ["C", "O", "C", "C", "C", "O", "H", "H", "H", "H", "H", "H", "H", "H", "H", "H"], "coordinates": [[1.75471, -0.37603, -0.25401], [1.39304, -0.32594, -1.62285], [0.48706, -0.45908, 0.58170], [-0.66256, 0.46083, 0.18613], [-2.02323, -0.23154, 0.14246], [-0.74514, 1.64538, 0.97843], [2.35404, -1.26241, -0.02475], [2.37784, 0.49227, -0.02374], [2.16762, -0.07379, -2.13381], [0.10280, -1.46831, 0.42552], [0.67320, -0.37064, 1.64512], [-0.51820, 0.79690, -0.84805], [-2.78725, 0.49406, 0.41918], [-2.19853, -0.58053, -0.86713], [-2.18163, -1.06755, 0.83156], [-0.19378, 2.32639, 0.56425]], "forces_ev_per_angstrom": [[0.2, 0.3, 0.4], [0.0, -0.2, -0.3], [-0.6, -0.5, -0.5], [-0.1, 0.4, -0.9], [-0.3, 0.1, 0.7], [0.3, 0.3, 0.3], [0.1, 0.0, -0.1], [-0.1, 0.2, 0.2], [-0.1, -0.1, 0.0], [0.1, -0.2, 0.1], [0.2, 0.1, 0.2], [0.3, -0.2, 0.1], [-0.1, 0.1, -0.3], [-0.2, -0.2, -0.1], [0.4, 0.0, 0.0], [-0.2, -0.3, 0.3]], "lowdin_charge": [-0.264, -0.071, -0.136, -0.439, -0.045, -0.050, 0.112, 0.115, 0.088, 0.111, 0.123, 0.129, 0.078, 0.077, 0.077, 0.094], "total_charge": 0, "spin_multiplicity": 1, "lumo_energy_ev": 0.76, "smiles": "C[C@@H](O)CCO", "homo_ev": -9.91}

***

# 4
{"formula": "C4H10O2", "method": "ωB97M-V/def2-TZVPD", "species": ["C", "C", "C", "C", "O", "H", "H", "H", "H", "H", "H", "H", "H", "H", "H", "O"], "coordinates": [[1.00815, 2.44811, -0.03464], [0.99472, 1.18087, 0.81138], [1.37562, -0.00460, -0.42646], [-0.28126, 0.66441, 1.45110], [-0.12193, 2.83689, -0.51714], [1.82014, 2.79236, -0.63253], [1.98331, 1.03357, 1.59075], [1.59604, -1.07295, -0.06247], [2.35367, 0.41268, -0.83321], [0.55402, 0.03081, -1.22376], [-0.47644, -0.38795, 2.03542], [-1.02769, 0.52392, 0.58153], [-0.57567, 1.45875, 2.16526], [-2.89897, -4.61389, -1.97255], [-3.34095, -3.24647, -1.62334], [-2.96277, -4.05651, -1.30933]], "forces_ev_per_angstrom": [[-6.7, -0.7, -2.0], [4.3, -4.3, 0.2], [0.8, 1.6, 0.5], [-2.4, -0.6, 0.1], [4.0, -0.9, 2.3], [1.6, 0.3, 0.4], [-2.7, 0.9, -2.2], [-0.7, 1.8, -0.2], [-1.2, -0.8, 0.0], [1.2, -0.1, 1.2], [1.8, 2.4, -1.4], [0.7, 0.8, 1.5], [-0.6, -0.5, -0.4], [0.4, -4.1, -5.1], [-0.3, 0.5, -0.3], [-0.2, 3.7, 5.5]], "lowdin_charge": [-0.189, -0.359, -0.071, -0.149, -0.030, 0.104, 0.179, 0.082, 0.060, 0.085, 0.130, 0.091, 0.068, -0.056, 0.036, 0.020], "total_charge": 0, "spin_multiplicity": 1, "lumo_energy_ev": 0.53, "smiles": "CC(C)C=O.O", "homo_ev": -9.95}

***

# 5
{"formula": "C4H10O2", "method": "ωB97M-V/def2-TZVPD", "species": ["C", "C", "C", "O", "C", "H", "H", "H", "H", "H", "H", "H", "H", "H", "H", "O"], "coordinates": [[0.82944, 1.79565, 0.96570], [-0.31816, 0.96527, 0.31522], [-0.50817, -0.38649, 0.41698], [0.60952, -1.27512, 0.51197], [-1.90275, -1.04202, 0.08934], [1.52502, 1.18525, 1.51280], [0.46612, 2.69881, 1.44183], [1.39571, 2.12809, 0.06356], [-1.12257, 1.66878, -0.02827], [0.39287, -2.15202, 0.10199], [-1.92669, -1.92699, -0.57511], [-2.53542, -0.24537, -0.38635], [-2.36502, -1.57563, 0.90259], [2.17727, -0.16506, -2.33124], [1.41247, -0.74309, -1.11027], [1.87036, -0.93006, -1.89075]], "forces_ev_per_angstrom": [[0.0, -1.0, -3.2], [-0.3, 0.0, 2.0], [-0.6, -0.1, -2.1], [-1.4, 0.2, 0.3], [0.9, 0.5, -1.0], [0.0, -0.1, 0.6], [-0.1, -0.2, 0.4], [0.1, 0.2, 0.7], [0.3, -1.4, 0.5], [-0.1, 1.3, 0.7], [0.9, 0.7, -0.6], [0.3, -0.9, 0.8], [-0.3, 0.8, 1.2], [0.2, 1.3, -0.3], [-0.9, 0.9, 1.9], [0.9, -2.2, -1.8]], "lowdin_charge": [-0.086, -0.110, -0.318, -0.044, -0.043, 0.060, 0.062, 0.073, 0.110, 0.126, 0.071, 0.089, 0.060, 0.017, -0.051, -0.016], "total_charge": 0, "spin_multiplicity": 1, "lumo_energy_ev": 0.74, "smiles": "C/C=C(/C)O.O", "homo_ev": -8.73}

***

# 6
{"formula": "C4H10O2", "method": "ωB97M-V/def2-TZVPD", "species": ["C", "O", "C", "C", "C", "O", "H", "H", "H", "H", "H", "H", "H", "H", "H", "H"], "coordinates": [[2.36834, -0.76684, -0.51790], [1.39127, -0.14379, 0.27909], [0.27596, 0.32558, -0.45156], [-0.88948, 0.46373, 0.53239], [-2.23425, 0.51833, -0.17628], [-0.91196, -0.66206, 1.38275], [1.91690, -1.51370, -1.18881], [2.92175, -0.03850, -1.12775], [3.06485, -1.27217, 0.15565], [0.01239, -0.40515, -1.23280], [0.50474, 1.28605, -0.93999], [-0.74448, 1.38453, 1.12336], [-3.01922, 0.30797, 0.55523], [-2.29152, -0.24904, -0.95651], [-2.42820, 1.49647, -0.62709], [0.01913, -0.86131, 1.56485]], "forces_ev_per_angstrom": [[0.2, -0.1, -0.1], [0.0, 0.1, 0.0], [-0.2, 0.0, -0.1], [-0.1, 0.2, -0.2], [0.0, 0.0, 0.0], [0.2, -0.1, 0.1], [0.1, 0.1, 0.1], [-0.1, -0.1, 0.1], [-0.1, 0.1, -0.1], [0.0, 0.0, 0.1], [-0.1, -0.1, 0.1], [0.0, -0.2, 0.0], [0.1, 0.1, -0.1], [0.0, 0.1, 0.1], [0.1, -0.1, 0.0], [-0.2, -0.1, 0.0]], "lowdin_charge": [-0.104, -0.206, -0.189, -0.432, -0.047, -0.032, 0.091, 0.090, 0.091, 0.125, 0.137, 0.144, 0.083, 0.081, 0.082, 0.087], "total_charge": 0, "spin_multiplicity": 1, "lumo_energy_ev": 1.00, "smiles": "COC[C@@H](C)O", "homo_ev": -10.09}

***

Across the entries above, energy above the lowest of the compared OMol25 structures with the same formula, charge and spin takes the values 38.1, 35.2, 24.1, 78.8, 46.1, 24.0 kcal per mole, respectively.
Across the entries above, frontier orbital gap takes the values 10.97, 10.31, 10.67, 10.47, 9.47, 11.10 eV, respectively.